A structure of composition C3H4LiO4Yb in a non-equilibrium geometry. Source: the OMol25 dataset; level of theory: the ωB97M-V functional and the def2-TZVPD basis.

Output
Highest occupied orbital energy: -11.8 eV
Net charge: +1
LUMO energy: -6.58 eV
Relative energy (zero: lowest compared OMol25 entry of this formula, charge and spin): 37.3 kcal/mol
Maximum force: 0.08714 hartree/bohr
Orbital gap: 5.23 eV

Atoms and positions in Å:
O (-1.26121, 0.06998, 0.33661)
O (0.42454, -0.12219, -1.30610)
C (0.35854, 0.57536, -2.53178)
C (-0.14401, 1.96460, -2.14790)
O (-0.68363, 1.84799, -0.85400)
C (-0.19344, 0.72473, -0.20120)
H (1.35233, 0.64560, -2.97738)
H (-0.33539, 0.09072, -3.22025)
H (-0.91642, 2.28174, -2.85033)
H (0.68462, 2.67563, -2.13888)
O (0.66445, 1.05787, 0.84830)
Li (-0.66743, -1.69716, -0.85715)
Yb (0.54730, -1.45470, 1.37753)

Forces on the atoms, in the same order (eV/Å):
1.0490 -4.3037 -0.5953
-0.0414 -1.2597 1.2747
0.2170 0.4160 -0.6542
0.2387 0.3252 -0.1078
0.2200 -0.3256 -0.6817
-0.3810 2.4369 3.7411
-0.1057 -0.2132 -0.0433
0.0607 -0.1654 0.0086
0.0596 0.2065 0.1822
-0.0814 0.0970 -0.0794
0.2871 -3.2758 -2.0689
-1.4141 1.6510 -1.6788
-0.1086 4.4108 0.7028



The ion C6H15N with charge -1 in a non-equilibrium geometry. Source: the OMol25 dataset; level of theory: the ωB97M-V functional and the def2-TZVPD basis.

Output
Highest occupied orbital energy (alpha / beta): 1.5 / -5.8 eV
Net charge: -1
Multiplicity: 2
LUMO energy (alpha / beta): 4.01 / 3.90 eV
Relative energy (zero: lowest compared OMol25 entry of this formula, charge and spin): 1.8 kcal/mol
Maximum force: 0.03325 hartree/bohr
Orbital gap (alpha / beta): 2.53 / 9.66 eV

Atoms and positions in Å:
C (1.56665, -0.41278, 1.54866)
C (0.38788, 0.51873, 1.22235)
C (0.33815, 0.88362, -0.26366)
C (0.32233, -0.27364, -1.23571)
C (-0.79192, -1.29734, -1.11277)
C (-2.18342, -0.72156, -1.46659)
N (0.36007, 1.72507, 2.05410)
H (1.33651, -1.40281, 1.17669)
H (2.44816, -0.09854, 0.99256)
H (1.78045, -0.33885, 2.60057)
H (-0.53282, -0.05218, 1.40759)
H (-0.51414, 1.55618, -0.43095)
H (1.16195, 1.56977, -0.50950)
H (0.39482, 0.07207, -2.28237)
H (1.32938, -0.72954, -1.22761)
H (-0.62548, -2.13541, -1.79342)
H (-0.83598, -1.60432, -0.07541)
H (-2.29215, -0.52486, -2.53289)
H (-2.31213, 0.21923, -0.93445)
H (-2.95183, -1.38404, -1.08372)
H (0.34449, 2.55858, 1.45944)
H (1.26902, 1.87261, 2.48710)

Forces on the atoms, in the same order (eV/Å):
-0.3941 1.0194 -0.8410
-0.0841 -0.4670 -0.5544
-0.2138 0.8027 -0.2003
1.2309 -0.1662 -1.1748
-0.5494 0.7806 -0.4137
0.7194 0.1993 0.5837
0.5200 0.8371 0.0563
0.0443 -0.4909 0.3378
0.1989 0.1681 0.0500
0.1008 -0.4773 0.5243
0.0436 0.1782 0.2508
-0.2922 -0.2672 0.0973
0.3191 -0.4057 0.1729
-0.6381 0.4099 0.1969
-0.3289 -0.3736 0.6532
0.2444 -0.2307 0.3552
0.0545 -0.6065 0.1166
-0.0750 -0.1114 -0.0117
-0.1128 0.1851 -0.0503
-0.3297 -0.2339 -0.2585
-0.4506 -0.2830 -0.0979
-0.0070 -0.4668 0.2074



Q: Which formula does entry 2 have?
A: C6H15N